(1)
Molecular formula: C3H4N4
Method: DFT, wB97M-V/def2-TZVPD

The geometry in XYZ format:
```
11
Properties=species:S:1:pos:R:3:forces:R:3:lowdin_charge:R:1
C -0.152 -0.470 -0.025 -7.06 -0.64 -0.08 -0.59
C 1.899 -0.589 -0.035 -2.42 -0.53 0.55 -0.07
C 1.403 0.817 0.001 4.45 1.92 -2.71 -0.15
H -3.247 -0.293 0.478 3.13 1.52 -3.01 0.21
H -2.029 1.033 0.418 0.10 -1.98 -1.82 0.13
H 2.891 -1.025 -0.144 -0.26 0.36 0.32 0.09
H 2.085 1.788 -0.401 -1.97 -2.65 1.86 0.16
N -2.294 0.123 -0.139 -5.16 0.85 4.66 -0.03
N -1.452 -0.853 -0.165 3.16 0.10 0.82 0.06
N 0.774 -1.362 0.033 5.54 -0.89 -0.85 0.12
N 0.122 0.831 -0.020 0.49 1.95 0.26 0.08
```
Positions in Å, forces in eV/Å.

Output
Energy relative to the best compared isomer or geometry (same formula, charge and spin): 432.8 kJ/mol

***

(2)
Molecular formula: C3H4N4
Method: DFT, wB97M-V/def2-TZVPD

The geometry in XYZ format:
```
11
Properties=species:S:1:pos:R:3:forces:R:3:lowdin_charge:R:1
N 1.775 -0.211 -0.733 -0.06 -0.16 -0.06 0.12
C 0.474 -0.120 -0.302 -0.37 -0.20 -0.02 -0.38
C 0.132 0.899 0.666 0.00 0.00 0.05 -0.09
N -1.053 1.064 1.140 0.44 0.55 -0.24 0.04
C -2.080 0.365 0.524 0.08 0.94 0.53 -0.17
N -1.699 -0.593 -0.341 -0.44 0.58 1.32 -0.06
N -0.425 -0.986 -0.709 -0.29 0.27 0.46 0.11
H 2.499 0.192 -0.154 -0.26 -0.09 -0.10 0.10
H 2.025 -1.068 -1.202 -0.02 0.07 0.03 0.10
H 0.925 1.516 1.093 0.12 -0.17 -0.07 0.11
H -2.573 -1.059 0.017 0.80 -1.80 -1.90 0.12
```
Positions in Å, forces in eV/Å.

Output
Energy relative to the best compared isomer or geometry (same formula, charge and spin): 451.6 kJ/mol

***

(3)
Molecular formula: C3H4N4
Method: DFT, wB97M-V/def2-TZVPD

The geometry in XYZ format:
```
11
Properties=species:S:1:pos:R:3:forces:R:3:lowdin_charge:R:1
N 1.893 -0.119 -0.684 0.11 -0.06 -0.03 0.11
C 0.560 -0.058 -0.341 -0.27 -0.10 0.04 -0.38
C 0.074 0.855 0.617 -0.07 -0.05 0.00 -0.08
N -1.172 0.790 1.021 0.11 -0.07 -0.18 0.09
C -1.927 -0.133 0.402 -0.04 0.00 -0.02 -0.22
N -1.549 -0.896 -0.607 0.02 0.10 0.17 0.02
N -0.277 -0.867 -0.978 0.14 0.07 0.13 0.06
H 2.536 -0.044 0.090 -0.02 0.10 -0.11 0.09
H 2.097 -0.909 -1.283 -0.01 0.08 0.03 0.09
H 0.713 1.638 1.023 -0.04 -0.14 0.04 0.11
H -2.949 -0.257 0.740 0.07 0.07 -0.08 0.10
```
Positions in Å, forces in eV/Å.

Output
Energy relative to the best compared isomer or geometry (same formula, charge and spin): 158.0 kJ/mol

***

(4)
Molecular formula: C3H4N4
Method: DFT, wB97M-V/def2-TZVPD

The geometry in XYZ format:
```
11
Properties=species:S:1:pos:R:3:forces:R:3:lowdin_charge:R:1
N 1.922 -0.130 -0.631 -0.09 -0.17 -0.04 0.10
C 0.565 0.029 -0.380 -0.27 -0.08 0.13 -0.38
C 0.063 0.923 0.593 0.00 -0.09 0.04 -0.08
N -1.165 0.768 1.043 0.17 -0.21 -0.32 0.09
C -1.884 -0.178 0.417 -0.03 -0.03 -0.06 -0.22
N -1.538 -0.796 -0.702 0.06 0.03 0.29 0.03
N -0.275 -0.705 -1.101 0.01 0.17 0.39 0.07
H 2.444 -0.303 0.223 0.00 0.20 -0.27 0.10
H 2.033 -0.907 -1.279 0.17 0.23 0.10 0.09
H 0.661 1.747 0.987 -0.06 -0.32 -0.04 0.12
H -2.837 -0.468 0.851 0.03 0.27 -0.21 0.10
```
Positions in Å, forces in eV/Å.

Output
Energy relative to the best compared isomer or geometry (same formula, charge and spin): 175.2 kJ/mol

***

(5)
Molecular formula: C3H4N4
Method: DFT, wB97M-V/def2-TZVPD

The geometry in XYZ format:
```
11
Properties=species:S:1:pos:R:3:forces:R:3:lowdin_charge:R:1
N 2.208 -0.246 -0.727 0.01 -0.04 0.06 0.09
C 0.896 0.032 -0.895 -0.05 -0.06 0.03 -0.27
C -1.044 0.093 2.772 -0.68 0.03 -0.86 0.04
N -1.659 0.117 1.765 0.65 -0.10 0.92 -0.04
C -2.068 0.122 0.441 0.02 -0.03 -0.31 -0.24
N -1.283 -0.120 -0.530 -0.22 0.10 0.34 0.01
N -0.008 -0.507 -0.162 0.29 0.20 -0.22 -0.01
H 2.910 0.225 -1.269 -0.12 -0.04 0.08 0.09
H 2.496 -0.842 0.033 -0.05 0.08 -0.10 0.10
H 0.659 0.757 -1.676 -0.01 -0.13 0.02 0.13
H -3.107 0.368 0.248 0.17 -0.02 0.05 0.11
```
Positions in Å, forces in eV/Å.

Output
Energy relative to the best compared isomer or geometry (same formula, charge and spin): 304.0 kJ/mol

***

(6)
Molecular formula: C3H4N4
Method: DFT, wB97M-V/def2-TZVPD

The geometry in XYZ format:
```
11
Properties=species:S:1:pos:R:3:forces:R:3:lowdin_charge:R:1
C 1.233 -0.106 0.010 -1.59 0.54 0.73 -0.45
C 0.158 -0.591 -0.827 -4.19 -2.07 -1.37 -0.08
C -1.159 -0.024 -0.726 1.79 -2.17 1.04 -0.04
H 2.909 0.274 0.549 -0.16 -0.40 -2.22 0.09
H 0.210 -1.725 -1.426 0.28 4.02 1.22 0.18
H -1.977 -0.340 -1.501 1.39 0.79 2.10 0.13
H -2.388 0.858 0.770 -2.74 1.01 0.87 0.09
N 2.440 -0.049 -0.390 -0.08 0.65 4.01 0.10
N -1.495 0.611 0.561 4.80 -1.67 -4.49 -0.02
N -0.592 0.707 1.527 2.08 -0.68 0.98 -0.07
N 0.660 0.385 1.453 -1.58 -0.02 -2.88 0.07
```
Positions in Å, forces in eV/Å.

Output
Energy relative to the best compared isomer or geometry (same formula, charge and spin): 505.2 kJ/mol

***

(7)
Molecular formula: C3H4N4
Method: DFT, wB97M-V/def2-TZVPD

The geometry in XYZ format:
```
11
Properties=species:S:1:pos:R:3:forces:R:3:lowdin_charge:R:1
C 2.276 -0.355 -0.050 1.36 1.33 0.05 -0.24
C -1.875 -0.579 -0.153 -0.26 -3.14 0.18 -0.06
C 0.912 -0.198 0.133 -0.28 -2.98 -0.41 -0.16
N 3.423 -0.326 -0.125 0.37 -0.35 -0.14 0.15
N -1.821 0.626 -0.357 0.36 3.58 -0.65 -0.07
N -0.887 1.438 0.135 1.34 0.96 0.21 -0.01
N 0.347 0.965 0.229 -0.58 1.79 0.07 -0.01
H -2.611 -1.030 -0.784 -0.43 -1.04 0.21 0.07
H -1.263 -1.099 0.565 -0.38 -0.36 0.08 0.06
H 0.449 -1.163 0.157 -0.69 0.32 0.14 0.08
H 1.050 1.721 0.251 -0.82 -0.11 0.26 0.18
```
Positions in Å, forces in eV/Å.

Output
Energy relative to the best compared isomer or geometry (same formula, charge and spin): 515.6 kJ/mol

***

(8)
Molecular formula: C3H4N4
Method: DFT, wB97M-V/def2-TZVPD

The geometry in XYZ format:
```
11
Properties=species:S:1:pos:R:3:forces:R:3:lowdin_charge:R:1
C -0.511 -1.483 0.333 1.06 -0.95 0.19 -0.04
C -0.138 -0.082 0.184 -0.64 1.34 0.11 -0.37
C 0.619 0.376 -0.881 1.06 -0.37 -0.56 -0.10
H -1.076 -1.748 -0.551 -0.16 -0.55 -0.08 0.09
H -1.046 -1.688 1.248 -0.34 0.16 0.07 0.08
H 0.442 -2.053 0.387 -0.67 -0.02 -0.30 0.10
H 0.976 -0.362 -1.621 -0.11 0.74 0.15 0.13
N 0.992 1.627 -0.983 -0.22 0.18 0.16 0.04
N 0.594 2.497 -0.028 -0.41 -1.03 0.26 -0.02
N -0.216 2.102 0.916 0.10 -0.57 -0.83 -0.01
N -0.637 0.814 0.995 0.33 1.08 0.85 0.09
```
Positions in Å, forces in eV/Å.

Output
Energy relative to the best compared isomer or geometry (same formula, charge and spin): 351.4 kJ/mol

***

(9)
Molecular formula: C3H4N4
Method: DFT, wB97M-V/def2-TZVPD

The geometry in XYZ format:
```
11
Properties=species:S:1:pos:R:3:forces:R:3:lowdin_charge:R:1
N 1.888 -0.146 -0.705 0.06 0.06 -0.02 0.11
C 0.564 -0.036 -0.346 -0.15 -0.19 0.05 -0.38
C 0.071 0.891 0.604 -0.09 -0.16 -0.02 -0.08
N -1.199 0.864 0.944 0.25 -0.37 0.07 0.08
C -1.922 -0.121 0.387 -0.06 -0.02 -0.12 -0.22
N -1.516 -0.951 -0.559 -0.02 0.35 -0.02 0.03
N -0.261 -0.871 -0.976 -0.07 0.08 0.53 0.06
H 2.558 0.012 0.032 -0.01 0.04 -0.13 0.09
H 2.046 -0.995 -1.239 0.11 0.23 0.13 0.10
H 0.705 1.623 1.111 -0.06 -0.14 -0.35 0.12
H -2.934 -0.270 0.747 0.03 0.13 -0.12 0.10
```
Positions in Å, forces in eV/Å.

Output
Energy relative to the best compared isomer or geometry (same formula, charge and spin): 162.3 kJ/mol

***

(10)
Molecular formula: C3H4N4O
Method: DFT, wB97M-V/def2-TZVPD

The geometry in XYZ format:
```
12
Properties=species:S:1:pos:R:3:forces:R:3:lowdin_charge:R:1
C 0.083 0.969 0.923 1.04 -0.20 0.93 -0.13
C -0.886 0.416 -1.046 -2.05 0.10 -4.04 -0.42
C -0.131 -0.851 -0.877 1.92 -1.12 -0.02 -0.06
H 1.286 -0.915 2.727 -0.56 -0.59 0.53 0.11
H 0.326 1.604 1.718 -0.19 1.36 1.16 0.12
H -1.622 0.021 -2.881 0.20 1.10 1.57 0.05
H -0.081 -1.720 -1.579 -0.61 1.25 0.15 0.12
N 0.821 -0.164 1.063 -0.74 -0.77 -2.20 -0.19
N -0.711 1.305 -0.015 -0.09 0.13 0.16 0.13
N -1.611 0.791 -2.137 2.20 -2.35 2.41 0.08
N 0.791 -1.058 0.034 -1.26 -0.02 0.55 0.12
O 1.735 -0.397 2.070 0.15 1.09 -1.19 0.07
```
Positions in Å, forces in eV/Å.

Output
Energy relative to the best compared isomer or geometry (same formula, charge and spin): 391.1 kJ/mol

***

- Which of these has the highest energy relative to the best compared isomer or geometry (same formula, charge and spin)?
  number 7

***

- What is the formula in the fifth record?
  C3H4N4

***

- What is the energy relative to the best compared isomer or geometry (same formula, charge and spin) in the first record?
  432.8 kJ/mol

***

- energy relative to the best compared isomer or geometry (same formula, charge and spin) of number 3 (C3H4N4)?
  158.0 kJ/mol